Record 1
{
  "formula": "C17H21N5OS",
  "method": "ωB97M-V/def2-TZVPD",
  "de_lowest_kj_mol": 0.0,
  "fmax_ev_per_a": 1.234,
  "mol_weight_g_mol": 343.46,
  "e_tot_ev": -38303.097,
  "gap_ha": 0.3281,
  "smiles": "C=CCn1c(SCC(=O)NC2CCCC2)nnc1-c1ccncc1",
  "symbols": ["C", "C", "C", "N", "C", "N", "N", "C", "C", "C", "C", "N", "C", "C", "H", "H", "H", "H", "S", "C", "H", "H", "C", "O", "N", "H", "C", "C", "H", "H", "C", "H", "H", "C", "H", "H", "C", "H", "H", "H", "H", "H", "H", "H", "H"],
  "coordinates": [[-2.443, -3.663, -0.809], [-2.338, -3.461, 0.490], [-1.638, -2.299, 1.140], [-1.038, -1.391, 0.203], [0.227, -1.487, -0.298], [0.478, -0.479, -1.098], [-0.608, 0.300, -1.124], [-1.527, -0.236, -0.362], [-2.836, 0.355, -0.156], [-2.956, 1.745, -0.199], [-4.207, 2.306, -0.012], [-5.300, 1.594, 0.206], [-5.189, 0.278, 0.227], [-3.992, -0.398, 0.049], [-3.974, -1.476, 0.037], [-6.110, -0.267, 0.392], [-4.345, 3.378, -0.034], [-2.083, 2.352, -0.377], [1.301, -2.779, 0.128], [2.794, -2.294, -0.797], [2.476, -1.988, -1.792], [3.399, -3.199, -0.839], [3.576, -1.194, -0.073], [4.531, -1.449, 0.631], [3.106, 0.034, -0.326], [2.234, 0.126, -0.844], [3.606, 1.225, 0.324], [3.593, 2.399, -0.653], [3.962, 2.116, -1.638], [4.226, 3.195, -0.261], [2.127, 2.842, -0.679], [2.034, 3.900, -0.916], [1.577, 2.283, -1.436], [1.570, 2.515, 0.719], [1.343, 3.421, 1.279], [0.645, 1.946, 0.628], [2.655, 1.693, 1.433], [2.245, 0.849, 1.986], [3.209, 2.317, 2.134], [4.601, 0.983, 0.707], [-0.842, -2.686, 1.787], [-2.344, -1.741, 1.766], [-2.767, -4.155, 1.199], [-2.956, -4.521, -1.205], [-2.023, -2.988, -1.537]]
}

***

Record 2
{
  "formula": "C3H7NO4S",
  "method": "ωB97M-V/def2-TZVPD",
  "de_lowest_kj_mol": 175.4,
  "fmax_ev_per_a": 3.635,
  "mol_weight_g_mol": 153.16,
  "e_tot_ev": -23738.045,
  "gap_ha": 0.3773,
  "smiles": "C[C@@H](O)C(=O)S(N)(=O)=O",
  "symbols": ["C", "C", "C", "N", "O", "O", "O", "O", "S", "H", "H", "H", "H", "H", "H", "H"],
  "coordinates": [[0.175, -0.911, -0.547], [-0.315, 1.453, -0.353], [-0.941, 0.111, -0.711], [1.043, -2.645, 1.155], [0.540, -1.635, -1.462], [0.176, -0.497, 2.095], [2.418, -0.534, 0.992], [-1.492, 0.137, -2.016], [1.049, -0.981, 1.074], [0.516, 1.707, -1.035], [-0.095, 1.406, 0.715], [-1.237, 2.043, -0.527], [-1.611, -0.197, 0.005], [0.877, -3.007, 0.220], [1.887, -2.805, 1.564], [-0.944, -0.407, -2.576]]
}

***

Record 3
{
  "formula": "C3H3NO2",
  "method": "ωB97M-V/def2-TZVPD",
  "de_lowest_kj_mol": 486.4,
  "fmax_ev_per_a": 4.483,
  "mol_weight_g_mol": 85.06,
  "e_tot_ev": -8740.090,
  "gap_ha": 0.2729,
  "symbols": ["C", "C", "C", "N", "O", "O", "H", "H", "H"],
  "coordinates": [[-1.198, -0.978, -0.236], [-2.876, 1.938, -0.086], [-2.350, -1.286, 0.165], [-0.007, -0.239, -0.013], [-3.485, -1.655, 0.108], [-1.726, 2.017, -0.186], [0.762, -0.488, 0.757], [0.628, -0.114, -0.795], [-0.277, 0.875, 0.167]]
}

***

Record 4
{
  "formula": "C56H52F3N2O8P",
  "method": "ωB97M-V/def2-TZVPD",
  "fmax_ev_per_a": 6.604,
  "mol_weight_g_mol": 969.01,
  "e_tot_ev": -95704.910,
  "gap_ha": 0.2477,
  "smiles": "CCOCCOCCOCc1cnc2c(Cc3ccccc3)cc(C[C@H](O)C(F)(F)F)c(P(C)CC)c2n1.O=C1c2ccccc2C(=O)c2ccccc21.O=C1c2ccccc2C(=O)c2ccccc21",
  "symbols": ["C", "C", "O", "C", "C", "O", "C", "C", "O", "C", "C", "C", "N", "C", "C", "C", "C", "C", "C", "C", "C", "C", "C", "C", "C", "C", "O", "C", "F", "F", "F", "C", "P", "C", "C", "C", "C", "N", "H", "H", "H", "H", "H", "H", "H", "H", "H", "H", "H", "H", "H", "H", "H", "H", "H", "H", "H", "H", "H", "H", "H", "H", "H", "H", "H", "H", "H", "H", "H", "H", "H", "H", "H", "H", "C", "C", "C", "C", "C", "C", "C", "O", "C", "C", "C", "C", "C", "C", "C", "O", "H", "H", "H", "H", "H", "H", "H", "H", "C", "C", "C", "C", "C", "C", "C", "O", "C", "C", "C", "C", "C", "C", "C", "O", "H", "H", "H", "H", "H", "H", "H", "H"],
  "coordinates": [[-5.365, -1.729, -4.741], [-4.108, -0.838, -5.208], [-2.903, -1.102, -4.441], [-2.024, 0.066, -4.480], [-0.512, -0.270, -4.089], [0.411, 0.819, -4.382], [1.714, 0.531, -3.781], [2.748, 1.756, -3.957], [2.347, 2.925, -3.209], [3.471, 3.511, -2.504], [3.603, 2.740, -1.082], [4.823, 2.961, -0.150], [5.103, 2.341, 1.099], [3.996, 1.468, 1.396], [4.134, 0.681, 2.768], [5.437, 0.862, 3.666], [5.357, 2.034, 4.745], [4.142, 2.304, 5.687], [4.274, 3.476, 6.716], [5.553, 4.371, 6.834], [6.767, 4.108, 5.885], [6.637, 2.944, 4.869], [3.031, -0.278, 3.239], [1.736, -0.471, 2.372], [0.619, -1.457, 2.927], [0.833, -2.025, 4.401], [0.949, -0.991, 5.431], [1.975, -3.159, 4.531], [2.749, -3.345, 3.366], [1.332, -4.428, 4.781], [2.767, -2.922, 5.706], [1.543, 0.257, 1.010], [0.094, 0.103, -0.175], [-0.596, 1.901, -0.278], [-1.370, -0.886, 0.454], [-2.518, -0.987, -0.680], [2.727, 1.220, 0.549], [2.553, 1.860, -0.728], [-5.709, -2.455, -5.564], [-6.262, -1.051, -4.520], [-5.121, -2.389, -3.822], [-4.420, 0.268, -5.068], [-3.951, -1.003, -6.335], [-2.082, 0.487, -5.555], [-2.486, 0.855, -3.775], [-0.197, -1.194, -4.704], [-0.390, -0.550, -2.975], [1.607, 0.224, -2.678], [2.116, -0.400, -4.339], [3.778, 1.334, -3.653], [2.809, 1.976, -5.091], [4.443, 3.284, -3.068], [3.391, 4.643, -2.389], [5.607, 3.726, -0.517], [6.336, 1.071, 2.985], [5.701, -0.111, 4.236], [3.194, 1.658, 5.618], [3.432, 3.723, 7.449], [5.667, 5.227, 7.577], [7.686, 4.793, 5.959], [7.539, 2.756, 4.183], [3.209, -0.787, 4.259], [-0.372, -0.859, 2.951], [0.559, -2.349, 2.193], [-0.151, -2.574, 4.675], [0.832, -0.118, 4.974], [-1.347, 1.970, 0.605], [0.201, 2.686, -0.067], [-1.155, 2.034, -1.262], [-1.816, -0.410, 1.408], [-1.093, -1.962, 0.743], [-3.353, -0.271, -0.370], [-2.129, -0.595, -1.698], [-2.925, -2.059, -0.805], [-0.627, 4.206, -7.412], [-1.936, 3.757, -7.255], [-2.535, 2.995, -8.252], [-1.830, 2.689, -9.416], [-0.527, 3.160, -9.584], [0.078, 3.910, -8.574], [0.215, 2.885, -10.835], [1.355, 3.293, -10.981], [-0.451, 2.115, -11.910], [0.214, 1.897, -13.117], [-0.399, 1.163, -14.127], [-1.674, 0.637, -13.932], [-2.342, 0.857, -12.733], [-1.736, 1.605, -11.723], [-2.470, 1.863, -10.464], [-3.588, 1.406, -10.294], [-0.156, 4.793, -6.629], [-2.489, 3.999, -6.353], [-3.554, 2.643, -8.121], [1.095, 4.267, -8.692], [1.209, 2.302, -13.275], [0.118, 0.999, -15.067], [-2.149, 0.058, -14.718], [-3.338, 0.448, -12.589], [-5.938, -4.108, 11.622], [-5.132, -3.172, 12.266], [-3.883, -2.852, 11.745], [-3.431, -3.477, 10.583], [-4.227, -4.432, 9.951], [-5.488, -4.738, 10.467], [-3.739, -5.139, 8.745], [-4.436, -5.971, 8.190], [-2.387, -4.825, 8.229], [-1.890, -5.524, 7.127], [-0.627, -5.228, 6.625], [0.141, -4.226, 7.217], [-0.349, -3.532, 8.319], [-1.610, -3.837, 8.832], [-2.107, -3.116, 10.026], [-1.435, -2.243, 10.547], [-6.916, -4.350, 12.024], [-5.479, -2.689, 13.174], [-3.262, -2.118, 12.249], [-6.118, -5.470, 9.972], [-2.485, -6.303, 6.660], [-0.241, -5.777, 5.772], [1.120, -3.990, 6.825], [0.256, -2.756, 8.778]]
}

***

Record 5
{
  "formula": "C3H3NO2",
  "method": "ωB97M-V/def2-TZVPD",
  "de_lowest_kj_mol": 343.8,
  "fmax_ev_per_a": 4.004,
  "mol_weight_g_mol": 85.06,
  "e_tot_ev": -8741.568,
  "gap_ha": 0.3693,
  "smiles": "O=c1cc[nH]o1",
  "symbols": ["C", "C", "C", "H", "H", "H", "N", "O", "O"],
  "coordinates": [[0.224, -0.594, -0.621], [-0.275, -0.833, 0.772], [-0.633, 0.366, 1.354], [-0.213, -1.958, 0.863], [-0.928, 0.573, 2.425], [0.753, 1.912, 1.060], [-0.219, 1.458, 0.584], [0.408, -1.305, -1.551], [0.345, 0.759, -0.633]]
}